Record 1
85
Properties=species:S:1:pos:R:3:forces:R:3 method="wB97M-V/def2-TZVPD" charge=-2 lumo_ha=0.11670 homo_lumo_gap_ha=0.2253
Ba 3.04584 0.73622 1.42025 0.1537 -4.8872 0.4963
O 1.60859 6.67276 0.02112 -0.0987 0.1557 -0.0559
C 2.00511 5.47601 0.51250 0.0401 -0.0437 0.0135
C 1.25408 4.80444 1.47905 -0.0671 0.1839 -0.0997
C 1.72045 3.58992 1.91628 0.5951 -0.3415 -0.0331
N 2.86841 3.07766 1.44367 -0.3258 2.8141 -0.2710
C 3.59260 3.72637 0.51089 -0.2706 -0.2664 0.4976
C 3.19551 4.94698 0.01777 -0.0350 0.0990 -0.0233
C 4.86574 2.96925 0.08806 -0.2001 -0.6464 0.1660
O 5.83186 3.62085 -0.26242 -0.0025 -0.1553 -0.1097
O 4.73480 1.67617 0.22871 1.7221 2.4981 -1.1367
C 1.03036 2.68836 2.95501 0.0842 -0.5090 -0.2423
O 0.38155 3.21385 3.84994 -0.0695 -0.0924 -0.0891
O 1.26821 1.42849 2.75164 -1.4320 1.8308 1.4743
H 0.74635 6.88881 0.39125 -0.0150 0.0321 -0.0165
H 0.32292 5.20028 1.87089 0.0617 0.0077 -0.0218
H 3.77754 5.46239 -0.73706 -0.0752 -0.0392 0.0949
N 1.73682 1.34509 -2.20481 0.1831 0.3139 -0.3791
C 1.75874 1.37851 -3.62245 -0.1372 -0.0040 0.3278
C 0.65157 1.85482 -4.31990 -0.0898 0.0393 -0.1214
C 0.66372 1.93588 -5.70952 0.2329 -0.0975 -0.0364
C 1.78540 1.53670 -6.43328 0.0036 -0.1011 0.4910
C 2.89567 1.06269 -5.73003 -0.2190 0.0736 -0.0975
C 2.88424 0.98405 -4.34313 0.0460 0.0074 -0.0441
S 1.78801 1.56666 -8.22357 0.0547 0.0608 0.3167
O 3.12540 2.02077 -8.56967 0.2287 0.0759 -0.1559
O 0.72689 2.50127 -8.56444 -0.2102 0.1619 -0.1654
O 1.51658 0.19258 -8.61590 -0.0655 -0.2354 -0.1147
H 0.81273 1.24928 -1.81405 -0.0835 -0.0783 0.0874
H 2.38798 0.69068 -1.80134 -0.0391 -0.2138 -0.1370
H -0.22820 2.16719 -3.76170 0.0447 0.0019 -0.0442
H -0.19349 2.31479 -6.25518 0.0561 -0.0295 0.0530
H 3.77334 0.75486 -6.28943 -0.0728 0.0442 0.0544
H 3.75239 0.61491 -3.80621 -0.0055 0.0024 -0.0318
C -4.76269 0.25868 2.47871 0.0473 0.0052 0.0023
C -4.22643 1.24577 3.52050 0.0630 -0.0492 -0.1413
C -3.08495 0.70094 4.38572 -0.0041 -0.0388 -0.0656
C -1.70855 0.67200 3.72582 -0.0967 -0.2251 -0.2226
N -1.58079 -0.34670 2.67751 0.1130 0.1904 0.3041
C -1.41727 -0.10087 1.34554 0.0745 -0.3502 0.1040
Se -1.45949 1.55050 0.51044 -0.0309 -0.3776 0.0872
N -1.21518 -1.31630 0.75802 0.1004 -0.2196 -0.3237
C -1.00486 -1.57233 -0.67941 -0.3150 0.0365 0.3841
C -2.19367 -2.29619 -1.30958 0.0348 0.0701 0.0390
C -3.46505 -1.45341 -1.40182 0.0135 0.0984 -0.0555
C -3.36043 -0.30997 -2.41257 0.0189 0.0010 -0.0074
C -1.20881 -2.32771 1.72655 0.0193 0.2729 -0.7178
C -1.00332 -3.69417 1.63245 0.0657 -0.1556 0.0013
C -1.04957 -4.42511 2.81387 -0.0205 0.0674 -0.0241
C -1.28223 -3.80066 4.04361 0.0012 0.1167 -0.0881
C -1.47621 -2.42482 4.12631 0.0421 -0.1672 0.1294
C -1.43859 -1.71094 2.94076 -0.1498 0.7310 0.1628
H -5.67867 0.63774 2.01485 0.0758 -0.0206 0.0580
H -4.99304 -0.71027 2.93836 0.0252 0.0937 -0.0462
H -4.04305 0.09471 1.67303 -0.0567 0.0120 0.0971
H -5.04621 1.53655 4.18392 -0.0066 0.0128 -0.0033
H -3.88332 2.15465 3.01366 -0.0505 -0.0470 0.0502
H -3.35424 -0.30363 4.73747 0.0321 0.0770 0.0383
H -2.97457 1.33201 5.27337 -0.0353 -0.0296 -0.0213
H -0.93158 0.47840 4.46554 0.0391 -0.0297 -0.0167
H -1.46844 1.63014 3.27257 -0.0054 0.0068 -0.0104
H -0.08870 -2.14485 -0.78103 0.1764 -0.0938 0.0219
H -0.83604 -0.60800 -1.14704 0.0346 0.1060 -0.0166
H -2.39915 -3.20641 -0.73754 0.0137 0.0031 -0.0514
H -1.88926 -2.61016 -2.31462 -0.0131 0.0070 0.0695
H -3.70673 -1.05033 -0.40995 0.0043 -0.0204 -0.0851
H -4.29477 -2.10890 -1.68304 -0.0011 -0.0018 0.0293
H -2.63742 0.44199 -2.08582 -0.0566 -0.0777 -0.0392
H -4.32285 0.19731 -2.53441 0.0925 -0.0533 0.0300
H -3.04920 -0.68205 -3.39591 -0.0415 0.0362 0.1207
H -0.77445 -4.17213 0.68671 -0.0216 0.0391 0.0890
H -0.87230 -5.49337 2.77704 0.0221 0.0715 0.0108
H -1.29621 -4.39484 4.94986 -0.0017 0.0230 -0.0434
H -1.63402 -1.93178 5.07776 -0.0030 -0.0340 -0.0495
Se 2.81528 -1.72659 -0.43509 -0.0867 -0.8796 -0.4178
C 2.48936 -3.36548 0.45578 -0.1194 0.0403 0.1318
C 2.58931 -3.53025 1.84494 -0.0674 -0.2282 -0.0987
C 2.33280 -4.76110 2.42913 -0.0620 -0.0863 -0.1554
N 1.97370 -5.86356 1.75583 0.0587 0.3377 -0.2473
C 1.87058 -5.70413 0.42597 0.0409 0.0531 0.2184
C 2.10923 -4.51478 -0.24837 -0.0563 -0.1421 0.0163
H 2.85553 -2.69456 2.47229 0.0723 0.1182 0.1207
H 2.41034 -4.86883 3.50965 -0.0090 0.0109 -0.0768
H 1.57733 -6.59012 -0.13497 0.0224 0.0707 0.0406
H 2.00110 -4.46563 -1.32530 0.0146 -0.0434 0.0224

Record 2
144
Properties=species:S:1:pos:R:3:forces:R:3 method="wB97M-V/def2-TZVPD" lumo_ha=-0.03046 smiles="O=[N+]([O-])c1ccccc1.O=[N+]([O-])c1ccccc1.O=[N+]([O-])c1ccccc1.O=[N+]([O-])c1ccccc1.O=[N+]([O-])c1ccccc1.O=[N+]([O-])c1ccccc1.CN(C)C=O.CN(C)C=O.CN(C)C=O.CN(C)C=O.CN(C)C=O" homo_lumo_gap_ha=0.3119
C -8.74029 -3.17114 -2.03984 2.3034 -1.9173 2.2475
O -8.45573 -4.32649 -1.71094 -0.2425 1.0960 -0.2689
N -9.68157 -2.81205 -2.83971 -3.0751 1.5796 -2.1652
C -9.92326 -1.40778 -3.17732 0.0339 -0.0380 -0.4572
C -10.74557 -3.67330 -3.34540 -0.1047 -0.0640 0.1741
H -8.22833 -2.27721 -1.65128 0.4687 -0.1681 0.1750
H -9.72667 -1.29069 -4.24303 -0.0763 0.1959 -0.1096
H -9.32600 -0.66142 -2.65356 0.3027 -0.5064 0.2400
H -10.96474 -1.13887 -3.00097 -0.0888 -0.1527 0.0514
H -11.68702 -3.22167 -3.03267 -0.1526 -0.1688 0.1953
H -10.79992 -3.68521 -4.43398 0.3996 -0.0665 -0.0877
H -10.67908 -4.69040 -2.95916 0.2480 0.2186 -0.0020
C -3.62475 -8.67921 4.61639 -2.0843 2.5437 1.8925
O -4.40060 -7.69383 4.54057 1.4819 -2.4025 -0.3626
N -2.45559 -8.80238 4.03540 2.1891 0.2271 -2.9290
C -1.52686 -9.89993 4.27113 -0.1261 -0.5092 -0.0686
C -2.01209 -7.85752 2.96512 0.3593 -0.4222 0.5098
H -3.72246 -9.45400 5.39249 -0.6110 -0.1892 -0.1127
H -1.20122 -10.42128 3.37099 -0.2200 0.4154 -0.5278
H -1.97405 -10.72110 4.83130 -0.1523 0.4070 0.4712
H -0.60460 -9.55430 4.73811 -0.1329 0.1044 0.3055
H -2.02964 -8.24726 1.94734 -0.8643 -0.5073 0.0217
H -2.56587 -6.91959 3.00652 0.1473 -0.2065 0.2058
H -0.93324 -7.73533 3.06130 0.0184 0.5400 0.6004
C -8.15998 4.01043 0.52641 -1.5676 -1.4906 -0.1021
O -7.62051 2.91716 0.63864 0.3370 1.2117 -0.1040
N -9.37436 4.29202 1.09244 1.9906 1.3149 -0.3258
C -9.99268 5.58534 0.83961 -0.4171 -0.1519 0.4330
C -10.04043 3.37893 1.96036 -0.9000 -0.6045 -0.2492
H -7.92895 4.81651 -0.18708 0.8187 -0.1086 0.1124
H -11.00089 5.37569 0.48232 -0.1616 0.3864 -0.0199
H -9.48437 6.23787 0.12974 0.2791 -0.6393 -0.3191
H -10.03358 6.20972 1.73212 -0.2589 -0.2135 0.3328
H -9.56280 2.40032 2.00819 0.2910 0.3033 -0.2420
H -10.18915 3.72684 2.98259 0.0616 0.3110 -0.0360
H -11.00408 3.24419 1.46913 -0.4683 -0.3199 0.5058
C 4.66612 0.33078 -6.92020 1.1787 0.0334 0.5842
O 5.82860 0.28813 -6.53210 -0.4260 -0.2542 -0.6011
N 3.67333 0.64298 -6.07236 -0.1385 -0.0061 1.6211
C 2.30533 0.96269 -6.41220 0.5523 -0.5988 -0.9059
C 3.97338 0.67752 -4.62460 0.0081 0.1458 -0.5007
H 4.39380 0.06662 -7.95377 -0.2629 0.3028 0.0210
H 1.61689 0.16231 -6.14102 -0.0654 -0.0303 0.2591
H 2.30483 1.01363 -7.50101 -0.4545 0.4193 -0.0212
H 1.99736 1.89463 -5.93813 0.0017 0.0466 -0.2354
H 4.28424 1.66121 -4.27273 -0.3312 0.3032 -0.1633
H 3.04291 0.37303 -4.14541 0.2175 0.0083 0.3470
H 4.81826 0.05053 -4.33973 -0.2872 -0.3694 -0.3949
C 0.19697 -7.83664 -5.39722 1.2722 1.9624 0.1534
O -0.25124 -7.25508 -6.36790 -0.0583 -0.6594 0.6250
N 1.02978 -7.21732 -4.45955 0.5287 -0.0621 -1.1459
C 1.54462 -5.82295 -4.53083 -1.7210 -0.2244 0.0287
C 1.76280 -8.01367 -3.50216 -0.4547 -0.6820 0.1953
H 0.03479 -8.89527 -5.14187 -0.1680 0.0325 -0.1164
H 1.48753 -5.49224 -3.49378 0.4890 0.3188 -0.0479
H 0.87047 -5.17558 -5.09168 -0.2796 -0.3279 -0.0449
H 2.51912 -5.63731 -4.98248 0.2544 -0.7270 0.2090
H 1.63454 -9.07848 -3.69671 -0.1530 -0.0345 -0.1244
H 2.83869 -7.84375 -3.54306 -0.0414 0.2817 0.0393
H 1.36604 -7.84115 -2.50170 0.3328 0.1345 0.2318
C 5.94869 -3.01129 9.60494 1.5438 -1.1804 0.4645
C 6.74627 -3.54207 10.67331 0.1947 0.7273 -2.0219
C 8.07955 -3.93785 10.39326 -0.9518 -0.3447 1.1669
C 8.59789 -3.99620 9.11551 -1.3127 0.9010 -0.5046
C 7.76812 -3.55262 8.05751 -0.0808 0.3234 0.1307
C 6.46867 -3.04622 8.30533 0.9398 -0.2902 1.0768
N 9.97439 -4.50928 8.85951 0.6771 -1.7176 1.1104
O 10.63872 -5.02362 9.79563 -1.7114 1.5339 -1.4575
O 10.33876 -4.53611 7.70523 -0.0578 0.4147 0.0764
H 4.94596 -2.61971 9.69202 -0.0311 -0.0856 0.5550
H 6.37450 -3.62475 11.68393 0.0185 0.1668 0.0072
H 8.66508 -4.26431 11.24001 0.2419 -0.1121 -0.1003
H 8.14106 -3.53626 7.04408 0.1165 -0.1584 -0.0051
H 5.81565 -2.62612 7.55469 0.4064 -0.1958 -0.5117
C -1.80408 12.22401 2.49038 -0.0128 1.0980 -0.7463
C -2.40634 13.34430 1.90303 -0.8127 -1.2263 -0.9136
C -3.38565 13.14779 0.87916 0.5492 0.2352 1.0022
C -3.63769 11.87153 0.43061 -0.1460 -1.0890 0.4602
C -2.93712 10.77010 0.98594 -1.6000 -0.1722 -1.5642
C -2.05167 10.94042 1.98578 0.4429 1.0492 1.8437
N -4.76304 11.59471 -0.54760 0.1695 1.4366 -2.0486
O -5.03933 12.52523 -1.34333 0.5328 -1.3666 1.8797
O -5.28623 10.49806 -0.62325 0.6653 0.5358 0.7969
H -1.11289 12.36387 3.30836 0.0263 -0.0358 0.0867
H -2.21956 14.37077 2.18210 0.1444 -0.1217 0.3735
H -3.97889 14.00455 0.59555 0.0303 -0.1134 -0.4812
H -3.14645 9.76170 0.66082 -0.2622 0.0468 -0.2299
H -1.67211 10.11570 2.57075 0.2697 -0.2850 -0.4584
C 0.71854 -0.37366 0.86046 -0.8147 1.1959 -0.2995
C 1.88195 0.34285 1.12605 0.5409 0.3292 -0.2306
C 2.03092 1.69773 0.82406 0.3221 -0.5695 0.6813
C 0.96137 2.35241 0.29519 1.6136 0.9522 0.4447
C -0.18060 1.68060 0.02777 -2.6475 0.2884 -0.3187
C -0.39875 0.33932 0.31465 2.3196 -0.5900 0.6416
N 1.09764 3.83074 -0.01531 1.4668 -1.5187 1.1848
O 0.41510 4.23270 -0.87449 -2.8136 1.0101 -2.7541
O 1.93180 4.52097 0.52270 0.7175 -0.5413 1.1471
H 0.65340 -1.42302 1.10744 -0.0544 -0.0319 -0.0064
H 2.78669 -0.05394 1.56240 -0.2444 -0.7749 0.0741
H 2.96172 2.18389 1.07639 -0.0612 0.2057 -0.1186
H -0.99023 2.31148 -0.30822 -0.2854 -0.1980 -0.3439
H -1.33458 -0.17346 0.14828 -0.0613 0.2415 -0.1074
C 8.10161 -9.54841 5.59909 1.1080 -0.4071 -0.7239
C 6.76424 -9.49957 5.84783 0.1457 0.1950 0.4957
C 5.97554 -8.67191 5.09822 -0.6284 1.5494 -1.7084
C 6.50789 -7.90039 3.99217 0.4805 -2.5914 2.5886
C 7.90025 -8.00981 3.76333 -1.1124 0.5248 -0.9430
C 8.66444 -8.84999 4.52687 0.1486 -0.5073 1.6140
N 5.61059 -7.17321 3.10798 0.5000 1.5802 0.5266
O 6.01476 -7.02135 1.97930 -0.0899 -0.2321 -0.6994
O 4.61608 -6.62114 3.56155 0.2060 -0.8916 0.0685
H 8.70178 -10.19899 6.21791 0.2900 0.0438 -0.0520
H 6.40507 -10.07260 6.68987 -0.4705 0.0834 -0.0778
H 4.93645 -8.62311 5.38860 -0.2222 0.2697 -0.4760
H 8.41111 -7.47089 2.97911 -0.3808 0.1666 -0.2169
H 9.73325 -8.94980 4.40820 0.0237 0.2330 -0.3837
C -4.70529 -1.19034 -6.55717 0.2710 -1.5688 -0.2351
C -5.49695 -0.30064 -7.26076 -0.7312 -0.2272 -0.3135
C -6.27301 -0.73942 -8.34086 -0.0365 0.2296 0.6441
C -6.28676 -2.08198 -8.65529 0.4188 -0.3931 0.2568
C -5.51473 -3.01941 -7.98548 2.0347 0.9497 0.8918
C -4.64371 -2.55279 -6.93944 -2.0371 0.4082 -1.0710
N -7.11488 -2.52509 -9.77429 -0.9601 0.8687 -1.9461
O -7.22073 -3.68129 -10.07046 0.6793 -1.7610 0.9614
O -7.67426 -1.68837 -10.47215 0.2771 0.9983 0.8058
H -4.12769 -0.88489 -5.69724 0.0258 0.2193 -0.0007
H -5.62607 0.71312 -6.91146 0.2708 0.1448 -0.1375
H -6.92378 -0.07677 -8.89205 0.0822 0.0816 0.0152
H -5.36759 -4.01951 -8.36569 -0.5398 -0.1350 0.1416
H -4.07121 -3.29265 -6.39977 0.2399 0.1769 -0.0029
C 6.03096 12.69022 0.54411 0.4866 -1.1328 -0.2323
C 7.11972 13.55835 0.57595 0.2832 -0.4972 0.7059
C 8.32278 13.26047 -0.06655 -0.5218 -1.0248 0.1382
C 8.41241 12.00175 -0.72798 0.6055 1.1032 -0.6246
C 7.40174 11.09040 -0.67998 -0.8355 -0.0752 0.1477
C 6.21741 11.44149 -0.01685 0.0153 -0.3740 -0.6439
N 9.62138 11.71828 -1.60354 0.6635 -1.1798 0.3091
O 9.81590 10.61944 -2.15410 -1.2807 1.5510 1.0761
O 10.42106 12.62114 -1.65384 0.1190 0.3959 -0.1897
H 5.08908 12.88021 1.03722 0.0867 0.3381 0.1158
H 7.04061 14.29440 1.36231 0.3026 0.8561 -0.5636
H 9.17246 13.91594 0.05514 0.0329 -0.0943 -0.3067
H 7.45642 10.13118 -1.17323 0.2855 0.0219 -0.0420
H 5.44607 10.68560 -0.00769 -0.2430 0.1099 0.1086